(1)
C4H7N3O | ωB97M-V/def2-TZVPD

Calculated values
M: 113.1 Da
LUMO energy: -0.268 eV
Max |F|: 0.1054 Eh/bohr
Multiplicity: 1
ΔE to the lowest compared entry with this formula, charge and spin: 993.5 kJ/mol
Electronic energy: -10769.450 eV

Cartesian coordinates (Å):
O: -2.904716 1.252540 0.061582
N: -0.530782 -1.414802 -0.465520
N: 0.287020 -0.837254 0.700503
N: -1.712628 0.501506 0.243172
C: 2.335660 1.889970 -0.298366
C: 1.751005 -0.827446 0.123936
C: 2.048166 0.670057 -0.170679
C: -1.526092 -0.493217 -0.595151
H: -1.434125 -2.462796 0.229125
H: -2.184029 -0.621708 -1.411724
H: 2.402768 3.092589 -0.325672
H: 1.906822 -1.660680 -0.825360
H: -0.135975 0.157559 1.034305
H: -2.694115 2.085529 0.663670
H: 2.391016 -1.331850 1.036183

Atoms 1-6, force components in eV/Å:
O 1.537 1.923 1.306
N -0.607 -1.299 5.225
N 1.041 -0.664 -1.898
N 0.018 -1.207 -1.040
C -1.308 -1.398 0.572
C -0.157 -0.930 1.084

Here are the Mulliken charges for atoms 1 to 4, given in e: -0.424, -0.477, -0.336, -0.274

***

(2)
C17H24BrN3O3 | ωB97M-V/def2-TZVPD

Calculated values
M: 398.3 Da
LUMO energy: 0.543 eV
Max |F|: 0.3745 Eh/bohr
Multiplicity: 1
ΔE to the lowest compared entry with this formula, charge and spin: 1346.7 kJ/mol
Electronic energy: -98662.073 eV

Cartesian coordinates (Å):
Br: 7.134417 0.303838 -0.953384
O: -1.673409 -0.214319 -2.673075
O: 0.999068 2.006275 0.517106
O: -0.102927 -2.694328 0.955949
N: 0.764664 -0.746599 1.554522
N: -1.765564 -1.895173 -0.998213
N: -1.244627 2.423983 0.769746
C: -2.720562 2.572401 0.422840
C: -0.224808 2.750160 -1.321273
C: -0.038204 2.333165 0.032494
C: -3.392268 1.305593 -0.126733
C: -1.842583 -1.255732 -2.143317
C: 2.102137 -1.307965 1.992986
C: -0.219715 -1.496980 0.989660
C: 3.281497 -1.097656 1.277212
C: 4.344836 -0.427236 -0.660270
C: -3.563078 0.251528 0.501407
C: 4.410296 -0.693528 1.859337
C: -2.357986 -0.268315 1.206315
C: 5.611085 -0.181615 1.280395
C: 5.612251 -0.193399 0.025481
C: -1.350875 -0.749907 0.031768
C: -2.327111 -2.492801 -2.992434
C: 3.313279 -0.610692 -0.135097
H: 0.888565 2.831316 -1.796999
H: -4.218318 0.563511 1.372625
H: -2.842390 1.198027 -0.909645
H: 2.401618 -0.954778 -0.837573
H: 4.464718 -0.075578 -1.807524
H: -4.371902 1.706632 -0.649511
H: -1.142058 1.989525 1.603143
H: -2.747668 3.352361 -0.308451
H: -1.834848 -2.645180 -0.513481
H: -1.510497 -3.269533 -3.054777
H: 4.482911 -0.732514 3.081227
H: 1.919376 -2.402783 2.254355
H: -2.287589 -1.955295 -4.183252
H: 2.047756 -0.956429 3.062945
H: -3.348408 3.004699 1.182616
H: 0.844659 0.372586 0.931493
H: -3.144711 -3.088177 -2.730491
H: 6.485700 -0.230816 1.860708
H: -2.542836 -1.462647 1.845107
H: -0.907162 0.038328 -0.458019
H: -0.768985 3.553501 -1.486373
H: -1.930210 0.281230 2.037333
H: -0.616318 1.810029 -1.947473
H: -4.071223 -0.548713 0.038602

Atoms 1-6, force components in eV/Å:
Br 0.246 -0.056 -0.362
O 0.957 3.066 0.801
O 1.930 -1.280 1.295
O -1.358 -1.778 0.280
N 0.652 4.822 -3.197
N 2.535 14.190 2.944

Here are the Mulliken charges for atoms 1 to 4, given in e: -0.186, -0.572, -0.688, -0.725

***

(3)
C9H10NO2 | ωB97M-V/def2-TZVPD

Calculated values
M: 164.2 Da
Charge: +1
LUMO energy: -3.732 eV
Max |F|: 0.0752 Eh/bohr
Multiplicity: 1
ΔE to the lowest compared entry with this formula, charge and spin: 7.6 kJ/mol
SMILES: C[NH2+][C@H]1OC(=O)c2ccccc21
Electronic energy: -15072.493 eV

Cartesian coordinates (Å):
O: 0.720136 -2.081500 -2.696267
O: 1.077848 -0.147882 -1.575104
N: 1.535626 1.343882 0.071917
C: -1.124618 -0.143364 1.231007
C: -1.918358 -1.132809 1.780971
C: -1.365824 -2.533384 -0.179091
C: 1.722668 2.784617 -0.270761
C: -0.499925 -1.528711 -0.600721
C: 0.429706 0.676776 -0.741657
C: -2.035979 -2.269127 1.029862
C: 0.465586 -1.486546 -1.702229
C: -0.479276 -0.302765 0.060591
H: 2.192870 2.756601 -1.275946
H: -2.710901 -2.987034 1.271191
H: 2.335776 3.281234 0.454396
H: -1.167159 0.816159 1.703499
H: -2.473059 -0.798490 2.643145
H: 0.766975 3.393039 -0.339746
H: -1.443372 -3.446416 -0.735761
H: 1.459852 1.229469 1.122634
H: -0.067297 1.497214 -1.228552
H: 2.578726 1.079039 -0.023378

Atoms 1-6, force components in eV/Å:
O -0.184 -0.158 1.621
O 0.732 -1.238 -1.996
N 2.364 1.118 2.848
C -0.609 1.431 0.816
C 0.476 0.911 -0.919
C 1.051 1.507 0.706

Here are the Mulliken charges for atoms 1 to 4, given in e: -0.460, -0.369, -0.246, -0.223

***

(4)
C37H61N12O2PtS | ωB97M-V/def2-TZVPD

Calculated values
M: 933.1 Da
Charge: +3
LUMO energy: -8.592 eV
Max |F|: 0.0130 Eh/bohr
Multiplicity: 1
Electronic energy: -75392.319 eV

Cartesian coordinates (Å):
Pt: 0.074423 0.168104 -0.229751
S: -3.460304 0.619274 0.359146
O: -4.121311 -0.157526 1.366335
O: -4.004577 0.764476 -0.963187
N: 0.677703 0.219326 4.100873
N: 4.431829 -0.222117 0.219414
N: 0.184387 2.259763 -0.317510
N: -0.283370 0.394346 -2.325905
N: 0.244268 0.604042 1.839190
N: 3.392519 -1.348179 -1.490933
N: -1.065804 -1.621119 -3.246433
N: 0.080285 -1.871025 -0.212336
N: 0.095539 -0.128009 -4.598437
N: 2.240223 0.412613 -0.399532
N: -0.197267 -1.513147 2.749276
N: -1.957745 -0.219482 0.139208
C: 0.183841 2.055173 2.128801
C: -1.274554 -3.871380 -0.161131
C: -2.563666 -4.439349 -0.127184
C: -3.708033 3.311453 0.290921
C: -3.751344 4.684192 2.284526
C: -3.398418 3.560413 3.044506
C: 1.165251 -2.621631 -0.195849
C: -3.645994 -3.600119 -0.135021
C: -0.559239 -2.843610 -3.858367
C: -0.648531 2.640335 -1.496185
C: 3.330701 -0.379229 -0.563751
C: 1.593122 2.731928 -0.467115
C: -0.554556 -0.639764 -5.811056
C: -0.097276 -4.642998 -0.200678
C: -0.162907 1.822585 -2.663869
C: 0.644292 -2.564086 3.314754
C: -0.400336 2.775315 0.937285
C: -2.529006 -1.546378 -3.194680
C: 0.269546 -0.213605 2.887564
C: -4.038953 5.989284 2.960330
C: 4.338741 -2.461750 -1.400057
C: 5.787312 -0.161813 -0.327614
C: -3.889314 4.540789 0.906746
C: -1.640778 -1.728953 2.937519
C: -3.343873 2.215354 1.064274
C: -0.382574 -0.446418 -3.373333
C: -1.146371 -2.459978 -0.149144
C: 1.120595 -4.018106 -0.203600
C: -2.253861 -1.596213 -0.057349
C: 1.812934 1.110139 4.330366
C: 1.239140 0.723413 -4.916015
C: -3.501720 -2.201718 -0.136262
C: 2.628440 -1.305347 -2.717678
C: 0.050209 -0.277067 5.333640
C: 4.343972 -0.055104 1.659530
C: -3.219500 2.329331 2.452911
C: 2.550005 1.740336 0.151267
H: 5.223974 -2.301937 -2.014974
H: 1.906673 0.818087 -4.073929
H: -0.763373 2.058274 -3.545146
H: 1.696853 -2.326881 3.163246
H: -2.199254 -0.843874 2.637948
H: -4.970738 5.911355 3.523468
H: -4.145737 6.799363 2.243709
H: -1.031674 -0.272205 5.245006
H: 1.688730 3.719179 -0.007473
H: 2.456901 1.136572 3.458009
H: 4.632358 0.950434 1.974757
H: -2.676060 -5.514535 -0.113661
H: 3.836592 -3.359178 -1.759163
H: -3.255285 6.247588 3.671789
H: 0.426080 -3.490770 2.788174
H: 3.227661 -0.882233 -3.526988
H: -3.871469 3.195176 -0.771253
H: 1.508751 2.121488 4.600300
H: 5.752430 -0.074003 -1.408953
H: 2.045054 -4.576750 -0.203742
H: 1.729855 -0.717867 -2.564154
H: 0.473985 -2.749428 4.376708
H: 6.380241 -1.032743 -0.049187
H: 1.782431 0.252524 -5.735236
H: 0.322216 0.408669 6.132185
H: 2.348908 -2.321828 -2.992707
H: 0.501065 -2.746583 -4.081515
H: -0.478281 2.228392 2.982916
H: -4.177441 5.395762 0.309904
H: -1.976953 -2.562148 2.325363
H: -0.689531 0.193555 -6.500461
H: 0.862402 2.096805 -2.897915
H: 1.151536 2.466694 2.399011
H: 1.818856 2.841930 -1.523376
H: 0.063831 -1.395312 -6.296326
H: 2.109765 -2.110127 -0.190723
H: -4.647704 -4.007891 -0.145884
H: 3.330298 -0.271596 1.991002
H: -0.694918 -3.663079 -3.150625
H: -1.685627 2.400174 -1.259662
H: -2.936671 -1.470981 -4.208962
H: -4.401495 -1.617711 -0.216521
H: 2.393277 0.694856 5.153828
H: -3.307080 3.658751 4.118251
H: 0.924992 1.712862 -5.248466
H: 5.022949 -0.765035 2.134519
H: -1.089870 -3.103460 -4.776775
H: 3.568056 2.043842 -0.096381
H: -0.271481 3.859703 1.008266
H: -2.917655 -2.456594 -2.747141
H: -3.009914 1.453036 3.050715
H: -0.572510 3.713907 -1.693908
H: -1.869911 -1.971462 3.977498
H: -2.853017 -0.681911 -2.621462
H: -1.528481 -1.051086 -5.581024
H: 4.639942 -2.617655 -0.368445
H: -1.459686 2.573172 0.882417
H: 0.396145 -1.269793 5.611831
H: 2.475844 1.752128 1.231351
H: -0.171316 -5.722557 -0.208335
H: 6.276390 0.728202 0.069907

Atoms 1-6, force components in eV/Å:
Pt 0.077 0.440 -0.083
S 0.348 -0.131 -0.342
O -0.099 0.165 0.074
O -0.034 0.058 0.080
N 0.152 -0.152 -0.288
N -0.295 0.047 -0.160

Here are the Mulliken charges for atoms 1 to 4, given in e: 3.204, 1.437, -0.677, -0.783

***

(5)
C4H10N3 | ωB97M-V/def2-TZVPD

Calculated values
M: 100.1 Da
Charge: +1
LUMO energy: -3.529 eV
Max |F|: 0.0295 Eh/bohr
Multiplicity: 1
ΔE to the lowest compared entry with this formula, charge and spin: 135.2 kJ/mol
SMILES: C/C=N\N(C)C=[NH2+]
Electronic energy: -8773.198 eV

Cartesian coordinates (Å):
N: -0.858158 -1.414205 2.286439
N: -0.215546 -0.798903 0.160750
N: -1.021005 0.315405 0.318475
C: 0.322690 -1.149565 -1.140340
C: -0.244422 -1.660620 1.148317
C: 0.489962 2.099605 -0.611426
C: -0.730213 1.493101 -0.039430
H: 0.305142 -2.585887 1.036037
H: -0.495404 -1.239703 -1.857791
H: 0.847724 -2.099264 -1.076732
H: 0.270496 2.458543 -1.616916
H: -1.544082 2.186568 0.148612
H: -0.880423 -2.093604 3.029907
H: 1.011517 -0.390405 -1.501841
H: 1.353953 1.443603 -0.634626
H: -1.443297 -0.589580 2.350577
H: 0.738705 2.980621 -0.022297

Atoms 1-6, force components in eV/Å:
N -0.091 0.031 -0.245
N 0.645 0.126 0.086
N -1.359 -0.308 0.606
C 0.120 -0.039 -0.696
C 0.029 0.229 0.361
C 0.285 -0.115 -0.144

Here are the Mulliken charges for atoms 1 to 4, given in e: -0.286, 0.436, -0.799, -0.804

***

(6)
C5H10O | ωB97M-V/def2-TZVPD

Calculated values
M: 86.1 Da
LUMO energy: 0.924 eV
Max |F|: 0.0518 Eh/bohr
Multiplicity: 1
ΔE to the lowest compared entry with this formula, charge and spin: 82.0 kJ/mol
SMILES: CC(=O)C(C)C
Electronic energy: -7393.915 eV

Cartesian coordinates (Å):
O: 1.419088 0.877040 0.997190
C: -1.011775 -0.004649 1.543797
C: 0.969919 0.165942 0.114312
C: 2.028455 -0.222019 -0.851693
C: -1.312795 0.214644 -0.959652
C: -0.450470 -0.346311 0.172435
H: -1.049672 1.080969 1.673599
H: -0.370864 -0.404609 2.335160
H: -2.016813 -0.417645 1.647569
H: 1.840046 -1.157585 -1.406150
H: 2.765700 0.020274 -0.025251
H: 2.217844 0.564990 -1.578548
H: -0.936694 -0.082346 -1.943367
H: -2.338524 -0.157689 -0.858951
H: -0.415434 -1.439394 0.052664
H: -1.338017 1.308391 -0.913108

Atoms 1-6, force components in eV/Å:
O -1.151 0.463 0.533
C -0.188 -0.039 0.092
C -0.034 0.517 0.628
C 0.183 0.384 0.178
C 0.001 0.047 -0.096
C -0.014 -0.013 0.087

Here are the Mulliken charges for atoms 1 to 4, given in e: -0.577, -1.417, 0.499, -1.150